<a>
# C4H8BrOP

A single C4H8BrOP molecule (the ωB97M-V functional and the def2-TZVPD basis, the OMol25 dataset).

As for the SMILES: C=C[C@@H](O)P(C)Br. The value obtained for the frontier orbital gap is 0.3537 Ha.

The geometry in ORCA input format:
```
! RIJCOSX wB97M-V def2-TZVPD def2/J DEFGRID3
* xyz 0 1
C -1.91 0.85 -1.00
C -1.22 0.61 0.11
C 0.19 0.96 0.47
O 0.51 0.56 1.77
P 1.11 -0.09 -0.77
C 0.76 -1.81 -0.26
Br 3.14 0.12 0.16
H -2.91 0.62 -1.52
H -1.19 1.24 -1.73
H -1.61 0.09 0.91
H 0.31 2.06 0.26
H 1.12 1.26 2.04
H 1.11 -2.50 -0.96
H -0.41 -1.85 -0.29
H 1.01 -2.13 0.80
*
```

Results of the Löwdin charge analysis, in e, for atoms 1 through 6: C -0.006; C -0.258; C -0.649; O -0.114; P 0.583; C -0.372

---

<b>
# C4H8BrOP

2 unconnected molecules or ions with the total composition C4H8BrOP (the ωB97M-V functional and the def2-TZVPD basis, the OMol25 dataset).

The value obtained for the frontier orbital gap (alpha / beta) is 0.2366 / 0.3033 Ha.

The geometry in ORCA input format:
```
! RIJCOSX wB97M-V def2-TZVPD def2/J DEFGRID3
* xyz 0 1
C -0.23 -1.06 -2.87
C -0.70 -0.83 -1.53
C 0.62 -0.14 2.89
C -0.75 0.46 -1.05
O -0.93 0.74 0.24
P 1.67 0.13 1.30
Br 2.06 2.31 1.05
H -0.37 -1.92 -3.51
H -0.17 -0.20 -3.55
H -0.65 -1.68 -0.87
H 0.60 -1.29 2.92
H -0.34 0.30 2.63
H 1.04 0.23 3.82
H -0.91 1.25 -1.70
H -0.93 1.70 0.24
*
```

Results of the Löwdin charge analysis, in e, for atoms 1 through 6: C -0.003; C -0.169; C -0.412; C -0.265; O -0.078; P 0.421

---

Verdict on stability: <b> comes out at the bottom.

---

<a>
# C3H4BrN

A molecular structure, C3H4BrN (the ωB97M-V functional and the def2-TZVPD basis, the OMol25 dataset).

The value obtained for the frontier orbital gap is 0.3885 Ha.

The geometry in ORCA input format:
```
! RIJCOSX wB97M-V def2-TZVPD def2/J DEFGRID3
* xyz 0 1
C 0.74 -1.43 -0.14
C -1.01 0.68 0.39
C 0.52 -0.07 -0.47
N 1.00 -2.48 0.23
Br 2.17 0.98 0.08
H -0.93 0.48 1.50
H -1.83 -0.01 -0.09
H -0.98 1.74 -0.02
H 0.32 0.11 -1.48
*
```

Results of the Löwdin charge analysis, in e, for atoms 1 through 6: C -0.370; C -0.028; C -0.593; N 0.166; Br 0.583; H 0.065

---

<b>
# C3H4BrN

A molecular structure, C3H4BrN (the ωB97M-V functional and the def2-TZVPD basis, the OMol25 dataset).

The value obtained for the frontier orbital gap is 0.3831 Ha.

The geometry in ORCA input format:
```
! RIJCOSX wB97M-V def2-TZVPD def2/J DEFGRID3
* xyz 0 1
C 1.18 -0.09 1.13
C 0.89 0.17 -0.24
C -1.04 -0.25 -0.49
N 1.41 -0.41 2.22
Br -2.11 0.71 0.72
H 0.72 1.18 -0.58
H 1.34 -0.42 -0.99
H -1.40 -1.20 -0.38
H -0.99 0.30 -1.39
*
```

Results of the Löwdin charge analysis, in e, for atoms 1 through 6: C -0.313; C -0.090; C -0.523; N 0.149; Br 0.641; H 0.075

---

Verdict on stability: <b> comes out at the bottom.

---

<a>
# CH2OS2

2 unconnected molecules or ions with the total composition CH2OS2 (the ωB97M-V functional and the def2-TZVPD basis, the OMol25 dataset).

The value obtained for the frontier orbital gap (alpha / beta) is 0.2347 / 0.3298 Ha.

The geometry in ORCA input format:
```
! RIJCOSX wB97M-V def2-TZVPD def2/J DEFGRID3
* xyz 0 1
C -1.35 1.52 0.42
O -2.31 1.28 -0.15
S 2.55 -0.26 -0.49
S 1.68 1.23 0.47
H -1.14 2.10 1.24
H 3.03 -1.17 0.58
*
```

Löwdin analysis output, partial charges in e: C -0.124; O 0.102; S 0.107; S 0.006; H 0.019; H -0.110

---

<b>
# CH2OS2

2 unconnected molecules or ions with the total composition CH2OS2 (the ωB97M-V functional and the def2-TZVPD basis, the OMol25 dataset).

As for the SMILES: C=S.O=S. The value obtained for the frontier orbital gap is 0.2358 Ha.

The geometry in ORCA input format:
```
! RIJCOSX wB97M-V def2-TZVPD def2/J DEFGRID3
* xyz 0 1
C 1.70 -0.06 0.10
S 0.19 -0.18 -0.42
H 2.54 0.05 -0.58
H 1.95 -0.09 1.17
O -3.19 0.89 -0.15
S -3.19 -0.61 -0.12
*
```

Löwdin analysis output, partial charges in e: C -0.566; S 0.608; H 0.002; H 0.003; O -0.703; S 0.656

---

Verdict on stability: <b> comes out at the bottom.

---

<a>
# CH2OS2

A single CH2OS2 molecule (the ωB97M-V functional and the def2-TZVPD basis, the OMol25 dataset).

As for the SMILES: OC(=S)S. The value obtained for the frontier orbital gap is 0.3406 Ha.

The geometry in ORCA input format:
```
! RIJCOSX wB97M-V def2-TZVPD def2/J DEFGRID3
* xyz 0 1
O 1.11 -0.48 0.13
C 0.08 0.15 0.65
S -0.19 0.48 2.20
S -1.25 0.50 -0.50
H 0.91 -0.73 -0.84
H -0.66 0.08 -1.64
*
```

Löwdin analysis output, partial charges in e: O -0.077; C -1.336; S 0.673; S 0.752; H 0.129; H -0.141

---

<b>
# CH2OS2

A single CH2OS2 molecule (the ωB97M-V functional and the def2-TZVPD basis, the OMol25 dataset).

As for the SMILES: OC(=S)S. The value obtained for the frontier orbital gap is 0.3399 Ha.

The geometry in ORCA input format:
```
! RIJCOSX wB97M-V def2-TZVPD def2/J DEFGRID3
* xyz 0 1
O 0.32 1.13 -0.08
C 0.66 -0.17 0.07
S 2.10 -0.86 -0.03
S -0.79 -1.16 -0.01
H -0.54 1.33 0.35
H -1.75 -0.26 -0.30
*
```

Löwdin analysis output, partial charges in e: O -0.101; C -1.331; S 0.692; S 0.762; H 0.102; H -0.123

---

Verdict on stability: <b> comes out at the bottom.

---

<a>
# C4H7F

A molecular structure, C4H7F (the ωB97M-V functional and the def2-TZVPD basis, the OMol25 dataset).

The value obtained for the frontier orbital gap is 0.3795 Ha.

The geometry in ORCA input format:
```
! RIJCOSX wB97M-V def2-TZVPD def2/J DEFGRID3
* xyz 0 1
C 0.80 0.91 0.75
C 0.71 0.73 -0.81
C 0.44 -0.39 0.13
C -1.48 -0.93 0.00
F 1.10 -1.61 0.34
H 1.78 1.00 1.19
H -0.09 1.47 1.11
H -0.23 1.02 -1.32
H 1.59 0.71 -1.55
H -1.62 -0.15 0.67
H -1.47 -1.87 0.51
H -1.54 -0.89 -1.03
*
```

Results of the Löwdin charge analysis, in e, for atoms 1 through 6: C -0.070; C -0.110; C -0.373; C 0.098; F -0.024; H 0.102

---

<b>
# C4H7F

A single C4H7F molecule (the ωB97M-V functional and the def2-TZVPD basis, the OMol25 dataset).

As for the SMILES: C=C(F)CC. The value obtained for the frontier orbital gap is 0.3848 Ha.

The geometry in ORCA input format:
```
! RIJCOSX wB97M-V def2-TZVPD def2/J DEFGRID3
* xyz 0 1
C 1.62 -0.43 -0.50
C 0.58 0.37 -0.88
F 0.59 1.01 -2.06
C -0.72 0.56 -0.17
C -0.96 -0.33 1.03
H 2.44 -0.69 -1.20
H 1.50 -0.95 0.56
H -0.71 1.57 0.20
H -1.20 0.42 -1.11
H -0.38 0.15 1.90
H -0.80 -1.37 0.78
H -1.96 -0.30 1.46
*
```

Results of the Löwdin charge analysis, in e, for atoms 1 through 6: C 0.059; C -0.414; F 0.041; C -0.212; C -0.117; H 0.063

---

Verdict on stability: <a> comes out at the bottom.

---

<a>
# C4H7F

2 unconnected molecules or ions with the total composition C4H7F (the ωB97M-V functional and the def2-TZVPD basis, the OMol25 dataset).

The value obtained for the frontier orbital gap (alpha / beta) is 0.3139 / 0.3137 Ha.

The geometry in ORCA input format:
```
! RIJCOSX wB97M-V def2-TZVPD def2/J DEFGRID3
* xyz 0 1
C 0.18 0.09 -0.29
C 1.93 -0.47 -1.87
C -0.38 -0.19 0.97
C -1.69 0.46 1.48
F 0.17 -1.02 1.84
H 1.44 -1.31 -2.50
H -0.53 0.78 -0.89
H 2.06 0.41 -2.47
H 2.37 -0.76 -1.00
H -2.40 0.61 0.64
H -1.30 1.51 1.71
H -1.83 -0.10 2.39
*
```

Results of the Löwdin charge analysis, in e, for atoms 1 through 6: C 0.073; C 0.126; C -0.466; C -0.047; F 0.034; H 0.048

---

<b>
# C4H7F

A single C4H7F molecule (the ωB97M-V functional and the def2-TZVPD basis, the OMol25 dataset).

As for the SMILES: C=C(C)CF. The value obtained for the frontier orbital gap is 0.3630 Ha.

The geometry in ORCA input format:
```
! RIJCOSX wB97M-V def2-TZVPD def2/J DEFGRID3
* xyz 0 1
C 0.18 -1.38 0.42
C 0.08 -0.08 0.15
C -1.13 0.57 0.65
C 0.97 0.53 -0.73
F 1.54 -0.71 -1.18
H -0.34 -1.90 1.29
H 0.77 -1.84 -0.31
H -1.87 0.12 1.12
H -1.77 0.62 -0.34
H -1.04 1.79 0.67
H 1.93 1.05 -0.20
H 0.69 1.23 -1.53
*
```

Results of the Löwdin charge analysis, in e, for atoms 1 through 6: C 0.069; C -0.444; C -0.073; C -0.143; F -0.134; H 0.107

---

Verdict on stability: <a> comes out at the bottom.